A cluster of 2 separate species, C16H17N in total at a distorted geometry. Source: the OMol25 dataset; level of theory: wB97M-V/def2-TZVPD.

Geometry as XYZ:
```
34
Properties=species:S:1:pos:R:3:nbo_charge:R:1
C -0.46 -1.08 -2.42 -0.635
C -2.47 -0.77 0.82 -0.146
C -2.89 0.55 0.76 -0.258
C -1.70 -1.32 -0.20 -0.236
C -1.36 -0.59 -1.33 -0.004
C -2.56 1.30 -0.37 -0.210
C -1.86 0.72 -1.41 -0.208
H -2.75 -1.37 1.68 0.198
H -3.45 1.03 1.55 0.209
H -1.39 -2.34 -0.06 0.207
H -2.92 2.32 -0.46 0.210
H 0.54 -1.29 -2.02 0.227
H -0.34 -0.33 -3.19 0.218
H -1.73 1.24 -2.35 0.208
H -0.70 -2.04 -2.87 0.218
C 1.74 -2.42 1.33 -0.629
C 0.62 -0.46 2.47 -0.024
C 1.40 -0.97 1.48 -0.087
C 0.99 1.24 1.06 0.212
C 1.67 0.11 0.57 -0.124
C 0.87 2.40 0.31 -0.256
C 2.31 0.18 -0.66 -0.189
C 1.46 2.43 -0.93 -0.216
C 2.22 1.34 -1.40 -0.247
N 0.41 0.89 2.25 -0.542
H 0.04 -0.95 3.24 0.208
H -0.31 1.40 2.73 0.409
H 0.88 -3.04 1.09 0.211
H 2.22 -2.89 2.18 0.220
H 0.25 3.23 0.65 0.212
H 2.74 -0.70 -1.13 0.209
H 1.26 3.26 -1.59 0.210
H 2.83 1.47 -2.28 0.212
H 2.43 -2.54 0.49 0.214
```

Summary:
energy above the lowest of the compared OMol25 structures with the same formula, charge and spin: 19.2 kJ/mol
structure (SMILES): Cc1c[nH]c2ccccc12.Cc1ccccc1
lowest unoccupied orbital energy: 0.904 eV
E: -18358.142 eV
net charge: 0
spin multiplicity: 1


A structure of composition C20H26N4O3 at a distorted geometry. Source: the OMol25 dataset; level of theory: wB97M-V/def2-TZVPD.

Geometry as XYZ:
```
53
Properties=species:S:1:pos:R:3:nbo_charge:R:1
O -5.13 -0.43 2.17 -0.650
C -5.25 -0.82 0.96 0.639
N -4.31 -1.03 0.01 -0.452
C -3.00 -1.06 0.28 -0.195
H -2.50 -1.76 -0.62 0.206
C -2.61 0.34 0.40 -0.268
C -2.85 1.03 -0.81 -0.356
C -2.20 2.58 -0.99 -0.341
C -0.76 2.51 -0.57 -0.231
N -0.56 1.76 0.80 -0.447
C 0.65 2.13 1.43 -0.176
C 1.71 1.50 0.44 0.597
N 1.97 0.02 -0.04 -0.588
C 3.09 0.38 -0.67 0.285
N 3.57 1.47 -0.83 -0.200
O 2.70 2.19 0.23 -0.334
C 3.64 -1.03 -1.41 -0.027
O 4.96 -0.91 -1.53 -0.498
C 5.88 -0.81 -0.55 0.403
C 7.12 -0.78 -0.59 -0.413
C 7.98 -0.91 0.27 -0.093
C 7.43 -0.97 1.81 -0.209
C 6.18 -1.04 1.92 -0.291
C 5.23 -1.04 0.98 -0.257
H 4.23 -1.00 0.76 0.211
H 5.88 -1.27 2.85 0.207
H 8.24 -1.30 2.48 0.217
H 9.12 -0.66 0.15 0.218
H 7.42 -0.73 -1.60 0.210
H 3.29 -1.83 -0.91 0.196
H 3.22 -0.73 -2.54 0.221
H 0.89 2.96 1.47 0.164
H 0.74 1.43 2.38 0.225
C -1.10 0.31 0.70 -0.193
H -0.97 -0.09 1.70 0.209
H -0.46 0.06 0.02 0.197
H -0.26 3.50 -0.54 0.194
H -0.14 1.98 -1.00 0.159
H -2.29 3.13 -1.81 0.198
H -2.83 3.25 -0.01 0.171
H -3.75 1.15 -1.05 0.191
H -2.40 0.68 -1.54 0.180
H -3.21 0.91 1.16 0.254
H -2.91 -1.63 1.30 0.226
C -5.12 -1.47 -1.31 -0.184
C -6.32 -1.92 -0.93 -0.496
H -6.50 -3.02 -0.62 0.240
C -6.64 -1.14 0.35 -0.452
H -7.13 0.08 -0.06 0.195
H -7.60 -1.39 1.06 0.277
H -7.11 -1.59 -1.80 0.238
H -4.92 -0.67 -2.02 0.224
H -4.29 -2.33 -1.73 0.196
```

Summary:
energy above the lowest of the compared OMol25 structures with the same formula, charge and spin: 2272.2 kJ/mol
lowest unoccupied orbital energy: 0.460 eV
E: -33243.990 eV
net charge: 0
spin multiplicity: 1


A structure of composition C35H31BrCl2N6O2PtSe at a distorted geometry. Source: the OMol25 dataset; level of theory: wB97M-V/def2-TZVPD.

Geometry as XYZ:
```
79
Properties=species:S:1:pos:R:3:lowdin_charge:R:1
Pt -0.22 -0.56 -0.48 1.330
N -0.18 0.08 1.44 -0.026
C 0.80 -0.55 2.27 -0.238
C 0.43 -1.27 3.39 -0.036
C 1.40 -1.93 4.12 -0.081
C 2.73 -1.87 3.70 -0.070
C 3.08 -1.15 2.57 -0.018
C 2.12 -0.47 1.83 -0.141
C 2.45 0.26 0.59 -0.190
C 3.67 0.93 0.53 -0.053
C 4.11 1.53 -0.64 -0.097
C 3.32 1.45 -1.78 -0.090
C 2.10 0.80 -1.73 -0.165
C 1.62 0.23 -0.55 -0.279
H -0.03 1.10 1.34 0.013
H -1.15 -0.03 1.76 0.100
H -0.61 -1.31 3.69 0.117
H 1.13 -2.50 4.99 0.109
H 3.49 -2.41 4.25 0.107
H 4.11 -1.15 2.23 0.117
H 4.29 0.97 1.41 0.113
H 5.06 2.04 -0.67 0.103
H 3.66 1.88 -2.71 0.105
H 1.50 0.75 -2.63 0.073
N -0.89 1.37 -2.87 0.135
C -0.88 0.10 -3.37 -0.368
C -1.05 -0.13 -4.75 -0.009
C -1.12 -1.41 -5.21 -0.056
C -1.03 -2.47 -4.31 -0.059
C -0.82 -2.18 -2.99 -0.137
N -0.69 -0.92 -2.52 -0.033
H -1.26 2.07 -3.49 0.107
H -1.23 1.48 -1.92 -0.020
H -1.16 0.72 -5.41 0.114
H -1.26 -1.60 -6.27 0.112
H -1.12 -3.50 -4.62 0.107
H -0.71 -2.94 -2.23 0.089
C 1.83 3.97 0.96 -0.024
N 0.91 4.94 0.39 -0.124
C 1.20 6.26 0.09 -0.044
C 0.09 6.80 -0.44 -0.047
N -0.88 5.81 -0.45 -0.134
C -2.24 5.96 -0.93 -0.040
C -0.36 4.66 0.05 -0.697
Se -1.24 3.04 0.18 0.765
H 2.70 4.50 1.34 0.097
H 2.13 3.25 0.21 0.073
H 1.33 3.45 1.77 0.081
H 2.17 6.68 0.27 0.121
H -0.11 7.79 -0.80 0.120
H -2.50 7.01 -0.93 0.091
H -2.91 5.40 -0.27 0.067
H -2.33 5.55 -1.94 0.095
Br -5.83 -4.04 3.83 0.719
C -5.11 -2.87 2.52 -0.690
C -5.97 -2.13 1.72 -0.120
C -5.43 -1.29 0.76 -0.013
C -4.05 -1.16 0.61 -0.123
C -3.21 -1.93 1.42 -0.037
C -3.74 -2.78 2.37 -0.131
C -3.54 -0.18 -0.42 -0.596
O -4.31 0.24 -1.27 0.049
O -2.30 0.20 -0.30 -0.272
H -7.04 -2.22 1.84 0.099
H -6.07 -0.70 0.12 0.119
H -2.14 -1.92 1.26 0.057
H -3.08 -3.39 2.99 0.079
Cl -0.32 -4.36 2.05 0.706
C 1.13 -4.17 1.11 -0.596
C 2.21 -4.97 1.40 -0.129
C 3.38 -4.84 0.67 -0.101
C 3.43 -3.95 -0.39 -0.130
C 2.32 -3.18 -0.70 -0.570
Cl 2.41 -2.20 -2.14 0.772
C 1.12 -3.20 0.06 -0.465
N 0.00 -2.48 -0.15 -0.113
H 2.13 -5.67 2.22 0.101
H 4.25 -5.44 0.91 0.099
H 4.31 -3.86 -1.00 0.098
```

Summary:
energy above the lowest of the compared OMol25 structures with the same formula, charge and spin: 0.0 kJ/mol
lowest unoccupied orbital energy (alpha / beta): -0.500 / -0.515 eV
E: -213513.801 eV
net charge: 0
spin multiplicity: 1


A structure of composition C11H44F2N23O15S2Sn at a distorted geometry. Source: the OMol25 dataset; level of theory: wB97M-V/def2-TZVPD.

Geometry as XYZ:
```
98
Properties=species:S:1:pos:R:3:lowdin_charge:R:1
Sn 0.23 -4.49 0.02 1.609
N 0.23 -1.78 -0.29 -0.365
S 0.88 -0.86 0.82 0.434
O -0.05 -0.36 1.77 -0.246
O 2.00 -0.05 0.51 -0.224
F 1.49 -2.18 1.58 -0.279
S -0.90 -0.69 -0.87 0.518
O -0.39 0.57 -1.28 -0.245
O -2.17 -0.74 -0.24 -0.278
F -1.27 -1.39 -2.23 -0.150
C -0.37 3.82 -3.99 -0.630
O 0.14 3.60 -5.09 0.024
N 0.17 4.75 -3.12 0.146
N -0.95 2.78 -3.29 0.144
H 0.77 5.45 -3.51 0.094
H 0.34 4.47 -2.17 0.057
H -1.53 2.87 -2.47 0.046
H -1.25 2.06 -3.93 0.087
C -3.53 0.74 3.29 -0.685
O -4.71 0.72 3.62 0.029
N -2.52 0.29 4.10 0.169
N -3.10 1.02 2.03 0.168
H -2.79 0.02 5.03 0.109
H -1.64 0.05 3.69 0.064
H -3.67 1.48 1.34 0.071
H -2.11 1.26 2.02 0.066
C -2.69 -3.35 2.00 -0.598
O -2.31 -4.01 0.99 -0.160
N -3.34 -2.19 1.87 0.227
N -2.14 -3.55 3.23 0.168
H -3.38 -1.75 0.97 0.088
H -3.77 -1.85 2.72 0.116
H -2.39 -2.88 3.94 0.106
H -1.58 -4.33 3.52 0.101
C 2.01 -0.11 -4.26 -0.690
O 3.04 -0.45 -4.81 0.034
N 1.97 0.38 -2.99 0.174
N 0.83 -0.08 -4.93 0.165
H 1.17 0.74 -2.49 0.050
H 2.75 0.07 -2.44 0.086
H 0.80 -0.43 -5.88 0.107
H -0.06 -0.02 -4.47 0.074
C 2.97 3.90 -1.28 -0.646
O 1.87 3.96 -0.76 0.012
N 3.68 2.73 -1.34 0.160
N 3.53 4.95 -1.97 0.162
H 3.06 1.96 -1.17 0.063
H 4.31 2.56 -2.11 0.103
H 3.31 5.86 -1.60 0.109
H 4.43 4.76 -2.38 0.095
C 2.77 0.48 3.76 -0.662
O 2.69 -0.67 3.33 -0.033
N 3.20 1.50 2.97 0.172
N 2.41 0.83 5.03 0.182
H 3.25 1.37 1.98 0.077
H 3.12 2.45 3.29 0.091
H 2.82 1.62 5.49 0.107
H 2.08 0.05 5.57 0.085
C -0.02 -2.28 5.72 -0.665
O 0.09 -1.33 6.47 0.051
N 0.23 -2.23 4.37 0.156
N -0.14 -3.57 6.18 0.144
H 0.26 -1.32 3.93 0.061
H -0.08 -2.97 3.77 0.045
H 0.05 -4.36 5.59 0.081
H -0.20 -3.70 7.17 0.106
C -0.14 3.41 2.25 -0.655
O 0.72 3.27 3.11 0.005
N -1.37 3.94 2.57 0.155
N -0.11 2.78 1.05 0.166
H -1.53 4.05 3.56 0.102
H -2.18 3.89 1.97 0.069
H 0.78 2.39 0.79 0.066
H -0.85 2.94 0.37 0.055
C 3.37 -4.00 -2.71 -0.676
O 3.11 -3.66 -3.84 0.072
N 3.01 -3.21 -1.61 0.148
N 4.09 -5.09 -2.36 0.170
H 2.62 -2.31 -1.81 0.080
H 3.36 -3.46 -0.70 0.085
H 4.19 -5.42 -1.42 0.098
H 4.56 -5.53 -3.13 0.123
C -3.49 2.52 -1.03 -0.657
O -2.75 2.93 -0.13 -0.008
N -3.88 3.34 -2.04 0.168
N -3.98 1.26 -1.08 0.182
H -4.68 3.16 -2.61 0.110
H -3.41 4.23 -2.07 0.117
H -3.50 0.60 -0.49 0.045
H -4.52 0.92 -1.85 0.112
C -1.07 -3.83 -3.67 -0.653
O -1.44 -4.30 -2.57 -0.079
N 0.18 -3.31 -3.84 0.185
N -1.85 -3.84 -4.77 0.189
H 1.00 -3.53 -3.31 0.054
H 0.32 -2.98 -4.78 0.104
H -1.64 -3.17 -5.49 0.113
H -2.82 -4.10 -4.66 0.123
```

Summary:
energy above the lowest of the compared OMol25 structures with the same formula, charge and spin: 0.0 kJ/mol
lowest unoccupied orbital energy: -6.274 eV
E: -110044.823 eV
net charge: +1
spin multiplicity: 1


An isolated molecule of C22H30N4O2. Source: the OMol25 dataset; level of theory: wB97M-V/def2-TZVPD.

Geometry as XYZ:
```
58
Properties=species:S:1:pos:R:3:nbo_charge:R:1
C 0.23 3.33 0.09 -0.598
H 0.92 3.89 -0.54 0.207
H -0.79 3.56 -0.23 0.213
H 0.35 3.65 1.12 0.206
C 0.49 1.82 -0.05 -0.031
C 0.25 1.41 -1.50 -0.626
H 0.62 0.40 -1.69 0.207
H -0.81 1.45 -1.73 0.220
H 0.77 2.09 -2.17 0.213
C -0.45 1.08 0.91 -0.406
H -1.49 1.31 0.65 0.234
H -0.27 1.45 1.93 0.208
C -0.31 -0.45 0.93 -0.071
C 1.11 -0.84 0.70 -0.153
C 2.13 0.06 0.46 0.174
N 3.26 -0.67 0.27 -0.203
N 3.01 -1.99 0.37 -0.266
C 1.73 -2.10 0.63 -0.024
H 1.28 -3.07 0.77 0.213
C 4.57 -0.25 -0.01 0.222
C 5.07 0.96 0.46 -0.248
C 6.36 1.33 0.15 -0.203
C 7.17 0.50 -0.62 -0.221
C 6.68 -0.71 -1.07 -0.197
C 5.38 -1.09 -0.77 -0.235
H 4.98 -2.03 -1.10 0.241
H 7.30 -1.36 -1.66 0.216
H 8.18 0.80 -0.86 0.214
H 6.75 2.27 0.52 0.215
H 4.47 1.59 1.09 0.217
C 1.95 1.53 0.34 -0.443
H 2.63 1.94 -0.41 0.228
H 2.17 2.02 1.29 0.219
N -1.17 -1.09 -0.06 -0.609
C -2.33 -1.68 0.27 0.704
O -2.69 -1.86 1.42 -0.660
C -3.15 -2.17 -0.91 -0.494
C -4.54 -1.54 -0.87 -0.238
N -4.45 -0.12 -1.18 -0.162
C -5.72 0.54 -1.41 -0.234
C -6.55 0.73 -0.14 -0.423
C -5.70 1.50 0.87 -0.430
H -6.20 1.57 1.84 0.213
C -4.36 0.79 1.03 -0.091
O -3.71 0.60 -0.22 -0.413
H -3.66 1.40 1.61 0.196
H -4.49 -0.17 1.55 0.190
H -5.53 2.52 0.49 0.199
H -7.47 1.28 -0.37 0.213
H -6.84 -0.24 0.27 0.199
H -6.27 -0.05 -2.16 0.204
H -5.49 1.52 -1.85 0.199
H -4.98 -1.74 0.12 0.191
H -5.18 -1.98 -1.63 0.210
H -3.25 -3.25 -0.83 0.234
H -2.67 -1.92 -1.86 0.209
H -0.99 -0.87 -1.02 0.399
H -0.66 -0.84 1.89 0.249
```

Summary:
energy above the lowest of the compared OMol25 structures with the same formula, charge and spin: 326.0 kJ/mol
structure (SMILES): CC1(C)Cc2c(cnn2-c2ccccc2)[C@H](NC(=O)CCN2CCCCO2)C1
lowest unoccupied orbital energy: 0.700 eV
E: -33355.818 eV
net charge: 0
spin multiplicity: 1


A structure of composition C12H19F4N4Ti. Source: the OMol25 dataset; level of theory: wB97M-V/def2-TZVPD.

Geometry as XYZ:
```
40
Properties=species:S:1:pos:R:3:nbo_charge:R:1
Ti 0.12 -0.79 0.45 1.559
C -0.79 -1.35 -2.26 -0.631
C -2.09 -1.30 -1.48 -0.224
N -1.87 -0.54 -0.21 -0.503
C -2.61 -1.07 0.96 -0.239
C -1.95 -0.67 2.28 -0.596
C -2.05 0.94 -0.42 -0.233
C -1.02 1.80 0.33 -0.249
N 0.27 1.08 0.32 -0.674
C 1.46 1.69 -0.10 0.016
C 2.42 0.83 -0.61 0.291
F 2.02 -0.52 -0.61 -0.334
C 3.65 1.21 -1.08 0.364
F 4.49 0.31 -1.56 -0.269
C 3.97 2.56 -1.05 -0.309
C 3.04 3.45 -0.53 0.391
F 3.33 4.74 -0.47 -0.260
C 1.80 3.04 -0.05 0.316
F 0.96 3.93 0.46 -0.277
H -0.93 -1.82 -3.23 0.288
H -0.03 -1.97 -1.77 0.190
H -0.38 -0.35 -2.45 0.236
H -2.42 -2.30 -1.22 0.223
H -2.89 -0.83 -2.05 0.236
H -2.64 -2.16 0.86 0.221
H -3.65 -0.72 0.95 0.247
H -0.83 -0.58 2.31 0.151
H -2.17 -1.39 3.06 0.271
H -2.27 0.32 2.62 0.267
H -3.07 1.22 -0.17 0.236
H -1.91 1.11 -1.49 0.230
H -1.32 2.00 1.36 0.217
H -0.94 2.76 -0.16 0.257
H 4.93 2.91 -1.40 0.287
N 1.30 -2.27 1.60 -0.676
N 0.24 -3.04 0.96 -0.688
H 2.20 -2.50 1.18 0.417
H 1.37 -2.46 2.59 0.420
H -0.35 -3.46 1.68 0.413
H 0.62 -3.81 0.41 0.419
```

Summary:
energy above the lowest of the compared OMol25 structures with the same formula, charge and spin: 30.7 kJ/mol
lowest unoccupied orbital energy (alpha / beta): -7.548 / -7.107 eV
E: -52681.725 eV
net charge: +2
spin multiplicity: 2